The following is a quantum chemistry calculation of 6 unconnected molecules or ions with the total composition C41H85IN4O7PS4, from OMol25.

```
143
Properties=species:S:1:pos:R:3:forces:R:3
C -7.82098 3.41069 1.69048 -0.389 -0.116 -0.012
C -7.83257 3.67812 0.19829 0.546 -0.538 -0.238
N -7.10914 4.88856 -0.29517 -0.696 0.414 0.198
C -7.93570 5.59821 -1.27988 0.102 -0.380 -0.159
C -8.06448 4.76212 -2.56245 0.069 0.032 -0.069
C -6.62087 5.71596 0.73739 0.235 -0.034 -0.167
S -7.46745 6.91049 1.46529 -0.084 0.068 0.068
S -4.97278 5.39406 1.18417 0.250 -0.043 0.181
C -4.24376 5.08203 -0.45369 -0.088 -0.249 -0.234
C -4.13431 3.69061 -1.08762 0.053 0.272 -0.605
C -2.77784 2.95097 -1.09034 -0.441 -0.086 0.011
P -1.94986 1.82720 0.25439 1.028 0.433 -0.955
S -1.10342 0.36177 1.90071 0.771 -0.103 0.332
I -4.32727 1.38712 1.57899 -1.189 0.079 0.351
C -2.18911 0.24488 -0.85679 -0.128 -0.619 0.371
C -3.36926 -0.72225 -0.86916 0.171 -0.490 -0.686
C -4.64769 -0.20153 -1.54502 -0.003 0.366 0.290
C -6.01008 -0.50431 -0.89046 -0.234 0.168 -0.502
S -6.09228 -1.78190 0.37542 -0.029 0.211 0.081
C -5.54721 -3.11857 -0.56080 0.077 -0.403 0.550
N -5.08295 -4.21561 -0.06174 0.041 -0.173 -0.114
N -4.82385 -5.05078 -1.15147 0.075 -0.140 0.354
C -5.13353 -4.37974 -2.18790 0.125 -0.385 -0.218
O -5.60661 -3.15074 -1.90918 -0.193 0.466 -0.410
C -0.21059 2.03504 -0.51264 0.090 -0.184 0.143
C 1.07366 1.82632 0.31003 0.614 0.218 -0.398
C 1.73002 0.43507 0.15353 -0.348 -0.064 0.027
C 2.15476 -0.24830 1.42475 0.109 0.197 0.215
C 1.86290 -1.58419 1.65338 0.023 -0.299 0.108
C 2.23946 -2.21415 2.83215 0.071 0.086 0.063
C 2.92241 -1.50583 3.81014 0.023 0.048 -0.004
C 3.22846 -0.17281 3.59468 -0.054 0.194 -0.128
C 2.84739 0.44932 2.41344 -0.016 -0.143 -0.154
C -1.65191 3.28101 1.50413 0.118 -0.137 -0.011
C -1.05346 4.62392 1.04809 -0.162 0.467 0.568
O -1.82850 5.70389 1.58869 -0.184 -0.108 -0.136
C 0.42209 4.78545 1.46783 0.074 -0.051 -0.373
N 0.75815 6.15839 1.83700 -0.078 -0.098 0.142
H -8.24091 2.41571 1.84354 0.012 -0.070 -0.002
H -8.45983 4.10951 2.22816 0.168 0.140 0.066
H -6.81956 3.39292 2.09907 0.191 0.048 0.101
H -7.39459 2.80997 -0.30126 0.019 -0.034 -0.032
H -8.86984 3.73871 -0.14039 -0.053 0.145 -0.021
H -8.92718 5.80172 -0.86794 -0.027 0.236 0.042
H -7.44155 6.53756 -1.50892 -0.063 0.165 0.107
H -9.09814 4.50077 -2.78160 -0.046 -0.066 0.021
H -7.67713 5.30374 -3.42392 0.004 0.054 -0.045
H -7.48487 3.84415 -2.48515 -0.002 -0.058 0.023
H -3.26267 5.54384 -0.44578 0.159 0.147 0.357
H -4.85482 5.69732 -1.10871 -0.025 0.030 -0.050
H -5.00992 3.07722 -0.89878 0.072 -0.187 0.499
H -4.24875 3.94780 -2.15110 -0.056 -0.094 -0.078
H -2.05556 3.68614 -1.44640 0.201 0.101 0.205
H -2.85669 2.26824 -1.93537 0.002 -0.010 -0.042
H -2.13643 -0.39725 2.25236 -0.301 0.025 -0.173
H -2.00920 0.53031 -1.89692 -0.062 0.321 -0.003
H -1.32845 -0.36492 -0.58116 0.070 0.140 0.133
H -3.54668 -1.23571 0.07249 -0.060 0.491 0.335
H -2.99937 -1.53536 -1.51099 -0.035 -0.129 0.025
H -4.70098 -0.54892 -2.57744 0.127 -0.149 -0.019
H -4.55905 0.88301 -1.61184 -0.166 0.074 0.064
H -6.73264 -0.77389 -1.66102 -0.017 -0.042 -0.025
H -6.41106 0.37990 -0.40210 0.109 -0.007 0.253
H -5.04692 -4.70597 -3.20767 -0.053 0.180 -0.128
H -0.17151 3.03184 -0.94839 -0.096 0.145 0.092
H -0.12293 1.36282 -1.36610 -0.122 0.049 -0.122
H 1.79238 2.53819 -0.10797 0.072 0.098 0.109
H 1.00648 2.10757 1.35774 -0.352 -0.174 0.117
H 1.02983 -0.20872 -0.37885 0.021 -0.177 0.039
H 2.61238 0.53339 -0.48461 0.028 0.012 -0.102
H 1.30293 -2.13907 0.91240 -0.075 0.005 -0.059
H 1.99109 -3.24900 3.02034 -0.038 -0.088 -0.101
H 3.20736 -1.97823 4.73917 0.001 -0.123 0.020
H 3.74672 0.39791 4.35314 0.059 0.015 0.059
H 3.07911 1.49337 2.24694 0.035 0.092 0.071
H -1.01361 2.88114 2.28995 -0.017 -0.165 -0.048
H -2.59920 3.49189 1.99437 -0.165 -0.012 -0.214
H -1.10271 4.81690 -0.01919 -0.127 -0.211 -0.203
H -1.92344 5.54764 2.53389 0.032 0.083 0.048
H 0.64919 4.12625 2.30433 0.005 0.075 0.170
H 1.01224 4.43717 0.61618 0.167 -0.154 0.046
H 0.62558 6.77550 1.04488 -0.022 0.151 0.050
H 1.72420 6.19739 2.13097 0.111 0.072 -0.113
C 4.41240 -6.89334 2.35359 -0.211 -0.014 -0.015
C 4.59764 -5.43362 2.73798 0.229 -0.210 0.010
C 6.07420 -5.09963 2.85217 0.154 0.184 0.023
O 3.90382 -5.13087 3.94534 -0.108 0.080 -0.007
H 4.82850 -7.54806 3.12566 0.064 0.010 -0.014
H 3.35194 -7.13019 2.25975 -0.008 0.014 0.001
H 4.90663 -7.11725 1.40665 -0.010 0.011 0.000
H 4.13942 -4.79631 1.98069 -0.036 0.044 0.029
H 6.54444 -5.70315 3.63597 -0.034 -0.061 -0.020
H 6.22608 -4.05094 3.10950 -0.083 0.018 -0.006
H 6.58779 -5.30017 1.91013 -0.017 -0.015 -0.011
H 4.27397 -5.67146 4.65074 0.030 -0.028 -0.008
C 9.04161 -7.32840 0.09022 -0.025 0.091 0.067
C 7.54837 -7.58337 -0.04653 0.163 -0.085 -0.188
C 7.25317 -8.74010 -0.98765 -0.132 0.038 -0.045
O 6.87830 -6.40072 -0.48084 -0.094 0.013 0.142
H 9.46911 -7.06260 -0.88089 0.009 -0.048 -0.017
H 9.22615 -6.50031 0.77468 -0.006 -0.004 0.016
H 9.56209 -8.21168 0.46273 -0.002 -0.014 -0.010
H 7.12591 -7.80303 0.93546 -0.034 0.037 0.014
H 7.62973 -8.51483 -1.99034 0.069 -0.010 0.012
H 6.17792 -8.90516 -1.05505 0.022 -0.010 0.055
H 7.72529 -9.66121 -0.64297 0.019 -0.002 0.006
H 7.21723 -6.16409 -1.35043 0.008 -0.003 -0.023
C 1.65384 -10.23797 -0.17814 0.044 -0.028 0.089
C 2.79903 -9.25033 -0.33182 -0.089 -0.106 -0.212
C 2.80446 -8.59532 -1.70372 0.101 0.047 0.018
O 4.05196 -9.89616 -0.08616 -0.012 0.085 0.098
H 1.74830 -11.04261 -0.91350 -0.028 0.028 -0.044
H 1.67014 -10.68861 0.81397 -0.004 0.017 0.015
H 0.68883 -9.75186 -0.32363 -0.002 0.008 -0.016
H 2.71991 -8.47913 0.43377 0.061 -0.011 0.047
H 2.93175 -9.35306 -2.48299 -0.056 -0.014 -0.005
H 3.63163 -7.88941 -1.78359 -0.008 0.021 0.020
H 1.87257 -8.06181 -1.89283 -0.013 -0.009 0.000
H 4.15446 -10.58744 -0.74905 0.003 -0.035 -0.001
C 1.33227 11.33899 0.27228 -0.019 -0.030 -0.118
C 0.45117 10.15024 0.62600 0.141 0.027 0.231
C 0.51269 9.81829 2.10876 -0.095 -0.073 -0.018
O 0.81200 9.00898 -0.14984 -0.024 -0.026 -0.136
H 2.37711 11.11594 0.50729 -0.001 0.015 0.053
H 1.26890 11.55927 -0.79357 -0.016 0.003 -0.002
H 1.03889 12.22877 0.83095 0.000 -0.004 0.019
H -0.58057 10.36605 0.34575 -0.020 -0.040 -0.039
H 1.53600 9.55338 2.39210 0.020 0.048 0.011
H -0.12486 8.96399 2.33501 0.003 -0.010 -0.005
H 0.19727 10.66650 2.71847 0.014 0.015 -0.004
H 1.72093 8.77886 0.07188 0.025 0.005 0.000
C 4.31958 0.08433 -3.31716 -0.024 0.074 0.047
C 2.88340 -0.21632 -3.71696 0.199 -0.053 -0.116
C 2.79948 -1.38836 -4.68282 -0.097 0.016 -0.012
O 2.27229 0.94190 -4.28295 -0.087 -0.034 0.100
H 4.90733 0.35771 -4.19905 0.014 -0.050 -0.014
H 4.35103 0.92226 -2.62094 -0.011 -0.008 0.020
H 4.78991 -0.77866 -2.84394 -0.002 -0.011 -0.003
H 2.30462 -0.44377 -2.82092 -0.080 0.074 -0.008
H 3.34266 -1.15775 -5.60445 0.051 -0.016 0.018
H 1.76135 -1.58771 -4.94767 -0.010 -0.006 0.019
H 3.22847 -2.29228 -4.24830 0.014 0.002 0.005
H 2.76433 1.17267 -5.07777 0.005 0.022 -0.018
```
Forces are in eV/Å.

The LUMO energy is 1.7 eV. The largest force on an atom comes out at 1.5 eV Å⁻¹. As for the spin multiplicity: 1. The total energy is -4590.6425 Ha. The charge is -1. The value obtained for the molecular weight is 1032.30 g/mol. The calculation puts the frontier orbital gap at 6.19 eV.